{
  "formula": "C7H12S",
  "method": "ωB97M-V/def2-TZVPD",
  "species": ["C", "C", "C", "C", "C", "C", "C", "H", "H", "H", "H", "H", "H", "H", "H", "H", "H", "H", "H", "S"],
  "coordinates": [[-1.158, 0.147, 0.434], [-0.608, 1.643, -0.106], [0.820, 1.011, 0.342], [2.108, 0.782, -0.620], [2.613, -0.725, -0.073], [1.186, -1.423, -0.071], [0.324, -0.459, 0.797], [-1.453, -1.791, -0.957], [-1.265, 0.615, 1.563], [-0.992, 2.621, 0.461], [-0.514, 2.162, -1.338], [1.358, 1.866, 1.128], [2.879, 1.605, -0.447], [1.665, 0.727, -1.804], [3.278, -1.285, -0.773], [3.281, -0.681, 0.886], [1.074, -2.472, 0.468], [0.799, -1.563, -1.131], [0.370, -0.591, 2.009], [-2.636, -0.442, -0.267]],
  "mulliken_charge": [0.00, -0.85, 0.32, -0.67, -0.63, -0.74, -0.14, 0.12, 0.21, 0.22, 0.24, 0.16, 0.34, 0.23, 0.34, 0.27, 0.27, 0.32, 0.22, -0.22],
  "molar_mass_g_mol": 128.240,
  "homo_ev": -8.58,
  "relative_energy_ev": 7.840
}